ORCA calculation (the ωB97M-V functional and the def2-TZVPD basis) on 2 unconnected molecules or ions with the total composition C2H5NO4 at a distorted geometry.

```
12
Properties=species:S:1:pos:R:3:nbo_charge:R:1
O 1.037 2.146 -1.964 -0.547
C 0.972 1.052 -1.487 0.532
N 0.198 0.676 -0.392 -0.725
C -0.397 1.539 0.662 0.927
O -0.683 2.735 0.119 -0.719
O -0.658 1.191 1.733 -0.526
H 1.585 0.233 -1.971 0.124
H 0.150 -0.343 -0.090 0.420
H -1.500 2.755 -0.413 0.513
H -0.375 -4.804 1.120 0.472
H -0.153 -3.410 1.797 0.469
O -0.178 -3.770 0.885 -0.940
```

Properties
- ΔE to the lowest compared entry with this formula, charge and spin: 49.5 kcal/mol
- Net charge: 0
- Orbital gap: 10.672 eV
- SMILES string: O=CNC(=O)O.O
- E_tot: -434.91519 Eh
- Largest force on an atom: 0.10256 hartree/bohr
- Multiplicity: 1
- E_LUMO: 0.4 eV

---

ORCA calculation (the ωB97M-V functional and the def2-TZVPD basis) on 2 unconnected molecules or ions with the total composition C4H5Cl4N2 at a distorted geometry.

```
15
Properties=species:S:1:pos:R:3:nbo_charge:R:1
Cl -4.197 0.133 1.312 0.099
C -2.569 -0.609 0.832 0.137
C -2.207 -2.205 0.735 -0.057
N -0.737 -2.129 0.343 -0.523
C -0.263 -0.697 0.225 0.282
N -1.370 0.306 0.512 -0.546
H -2.888 -3.140 0.916 0.318
H -0.168 -2.998 0.213 0.475
H 0.839 -0.414 -0.047 0.252
H -1.325 1.348 0.517 0.493
C 3.087 2.063 -1.080 -0.272
Cl 2.445 3.394 -0.104 0.042
Cl 2.170 0.576 -0.786 -0.010
Cl 3.056 2.482 -2.802 0.061
H 4.126 1.891 -0.787 0.250
```

Properties
- Net charge: +1
- Orbital gap: 8.889 eV
- E_tot: -2105.26411 Eh
- Largest force on an atom: 0.16337 hartree/bohr
- Multiplicity: 1
- E_LUMO: -4.5 eV

---

ORCA calculation (the ωB97M-V functional and the def2-TZVPD basis) on a molecular structure, C28H29BN6OSiSr at a distorted geometry.

```
67
Properties=species:S:1:pos:R:3:nbo_charge:R:1
C 2.517 -0.284 -2.089 -0.062
N 1.282 -0.304 -2.644 -0.398
N 1.445 0.136 -3.947 -0.339
C 2.756 0.269 -4.233 0.011
C 3.475 0.025 -3.072 -0.340
B 0.305 0.369 -4.960 0.558
N -0.679 -0.804 -4.670 -0.328
N -1.012 -1.313 -3.427 -0.418
C -1.836 -2.369 -3.650 -0.084
C -1.934 -2.601 -5.028 -0.330
C -1.197 -1.594 -5.636 0.015
Sr -0.219 -1.798 -0.960 1.879
N -0.288 1.830 -4.934 -0.303
N -0.724 2.335 -3.731 -0.051
C -1.247 3.542 -3.972 -0.091
C -1.100 3.878 -5.346 -0.054
C -0.474 2.761 -5.918 0.156
H -1.711 4.138 -3.194 0.253
H -0.157 2.579 -6.938 0.262
H -1.397 4.789 -5.829 0.262
H 0.709 0.268 -6.086 -0.033
H -1.005 -1.372 -6.677 0.238
H 3.055 0.562 -5.238 0.238
H -2.466 -3.392 -5.519 0.249
H 4.544 0.084 -2.950 0.245
H -2.352 -2.886 -2.847 0.201
H 2.643 -0.455 -1.023 0.196
H -2.557 -1.099 -1.292 0.227
C -2.673 -1.563 -0.290 -0.906
H -3.706 -1.920 -0.227 0.276
H -2.065 -2.490 -0.141 0.136
H -2.532 -0.831 0.514 0.282
O 0.017 -0.465 0.828 -1.387
Si 0.206 -0.114 2.373 1.905
C 1.647 -1.118 2.955 -0.254
C 1.484 -2.055 3.976 -0.185
C 2.499 -2.987 4.234 -0.164
C 3.669 -2.980 3.462 0.014
C 3.858 -1.994 2.485 -0.233
C 2.843 -1.072 2.227 -0.089
C 0.555 1.671 2.750 -0.451
C -0.433 2.621 2.455 -0.222
C -0.190 3.990 2.621 -0.194
C 1.058 4.426 3.083 -0.185
C 2.027 3.485 3.455 -0.205
C 1.767 2.112 3.305 -0.222
C -1.294 -0.624 3.356 -0.563
C -1.807 -1.910 3.132 -0.227
C -3.060 -2.278 3.628 -0.207
C -3.781 -1.379 4.425 -0.190
C -3.221 -0.139 4.762 -0.220
C -1.975 0.236 4.228 -0.115
H 0.557 -2.072 4.559 0.263
H 2.347 -3.739 5.017 0.255
H 4.416 -3.761 3.612 0.247
H 4.782 -1.969 1.902 0.249
H 2.987 -0.321 1.447 0.233
H -1.413 2.300 2.098 0.216
H -0.962 4.719 2.363 0.225
H 1.288 5.494 3.135 0.232
H 3.000 3.818 3.837 0.230
H 2.522 1.388 3.627 0.197
H -1.233 -2.640 2.555 0.184
H -3.482 -3.254 3.374 0.223
H -4.781 -1.637 4.780 0.234
H -3.757 0.556 5.420 0.234
H -1.540 1.205 4.493 0.220
```

Properties
- ΔE to the lowest compared entry with this formula, charge and spin: 25.8 kcal/mol
- Net charge: +2
- Orbital gap (spin up / spin down): 3.726 / 4.337 eV
- E_tot: -1832.69780 Eh
- Largest force on an atom: 0.07901 hartree/bohr
- Multiplicity: 1
- E_LUMO (spin up / spin down): -9.7 / -9.1 eV

---

Please write out number 3 again, unchanged.
ORCA calculation (the ωB97M-V functional and the def2-TZVPD basis) on a molecular structure, C28H29BN6OSiSr at a distorted geometry.

```
67
Properties=species:S:1:pos:R:3:nbo_charge:R:1
C 2.517 -0.284 -2.089 -0.062
N 1.282 -0.304 -2.644 -0.398
N 1.445 0.136 -3.947 -0.339
C 2.756 0.269 -4.233 0.011
C 3.475 0.025 -3.072 -0.340
B 0.305 0.369 -4.960 0.558
N -0.679 -0.804 -4.670 -0.328
N -1.012 -1.313 -3.427 -0.418
C -1.836 -2.369 -3.650 -0.084
C -1.934 -2.601 -5.028 -0.330
C -1.197 -1.594 -5.636 0.015
Sr -0.219 -1.798 -0.960 1.879
N -0.288 1.830 -4.934 -0.303
N -0.724 2.335 -3.731 -0.051
C -1.247 3.542 -3.972 -0.091
C -1.100 3.878 -5.346 -0.054
C -0.474 2.761 -5.918 0.156
H -1.711 4.138 -3.194 0.253
H -0.157 2.579 -6.938 0.262
H -1.397 4.789 -5.829 0.262
H 0.709 0.268 -6.086 -0.033
H -1.005 -1.372 -6.677 0.238
H 3.055 0.562 -5.238 0.238
H -2.466 -3.392 -5.519 0.249
H 4.544 0.084 -2.950 0.245
H -2.352 -2.886 -2.847 0.201
H 2.643 -0.455 -1.023 0.196
H -2.557 -1.099 -1.292 0.227
C -2.673 -1.563 -0.290 -0.906
H -3.706 -1.920 -0.227 0.276
H -2.065 -2.490 -0.141 0.136
H -2.532 -0.831 0.514 0.282
O 0.017 -0.465 0.828 -1.387
Si 0.206 -0.114 2.373 1.905
C 1.647 -1.118 2.955 -0.254
C 1.484 -2.055 3.976 -0.185
C 2.499 -2.987 4.234 -0.164
C 3.669 -2.980 3.462 0.014
C 3.858 -1.994 2.485 -0.233
C 2.843 -1.072 2.227 -0.089
C 0.555 1.671 2.750 -0.451
C -0.433 2.621 2.455 -0.222
C -0.190 3.990 2.621 -0.194
C 1.058 4.426 3.083 -0.185
C 2.027 3.485 3.455 -0.205
C 1.767 2.112 3.305 -0.222
C -1.294 -0.624 3.356 -0.563
C -1.807 -1.910 3.132 -0.227
C -3.060 -2.278 3.628 -0.207
C -3.781 -1.379 4.425 -0.190
C -3.221 -0.139 4.762 -0.220
C -1.975 0.236 4.228 -0.115
H 0.557 -2.072 4.559 0.263
H 2.347 -3.739 5.017 0.255
H 4.416 -3.761 3.612 0.247
H 4.782 -1.969 1.902 0.249
H 2.987 -0.321 1.447 0.233
H -1.413 2.300 2.098 0.216
H -0.962 4.719 2.363 0.225
H 1.288 5.494 3.135 0.232
H 3.000 3.818 3.837 0.230
H 2.522 1.388 3.627 0.197
H -1.233 -2.640 2.555 0.184
H -3.482 -3.254 3.374 0.223
H -4.781 -1.637 4.780 0.234
H -3.757 0.556 5.420 0.234
H -1.540 1.205 4.493 0.220
```

Properties
- ΔE to the lowest compared entry with this formula, charge and spin: 25.8 kcal/mol
- Net charge: +2
- Orbital gap (spin up / spin down): 3.726 / 4.337 eV
- E_tot: -1832.69780 Eh
- Largest force on an atom: 0.07901 hartree/bohr
- Multiplicity: 1
- E_LUMO (spin up / spin down): -9.7 / -9.1 eV